Formula: C3H4INS
Source: the Open Molecules 2025 dataset
Level of theory: the ωB97M-V functional and the def2-TZVPD basis

Output
DFT total energy in eV: -23598.9328
Spin multiplicity: 1
Orbital gap (alpha / beta) in eV: 8.3 / 8.3
Energy above the lowest of the compared OMol25 structures with the same formula, charge and spin in kJ/mol: 202.60

Last column: natural (NBO) charge in e.
Positions of all 10 atoms, in Å:
I: 0.235819 -1.101490 4.587268  0.2847
C: 0.412899 -0.702204 2.590518  -0.2502
N: -0.685136 -1.205586 1.602616  -0.4127
C: -0.610486 -0.495096 0.399662  -0.2792
C: 0.642270 0.435486 0.221471  -0.4798
S: 1.505024 0.514026 1.933631  0.2551
H: -1.615888 0.064868 0.580563  0.2220
H: -0.625732 -1.273888 -0.425456  0.2186
H: 1.331741 0.077161 -0.510320  0.2227
H: 0.254627 1.363891 0.056283  0.2189

Forces on atoms 1 to 2 (eV/Å):
I 0.2 -0.2 -0.1
C -5.4 -1.6 -5.9

Formula: C42H79NO19
Source: the Open Molecules 2025 dataset
Level of theory: the ωB97M-V functional and the def2-TZVPD basis

Output
DFT total energy in eV: -85219.1874
Spin multiplicity: 1
Orbital gap in eV: 8.2

Last column: Löwdin charge in e.
Positions of all 141 atoms, in Å:
C: -1.452250 -3.258970 -3.383342  -0.1065
C: -0.655456 -1.866976 -3.447413  -0.1977
C: -0.376032 -1.218660 -1.984083  -0.1816
O: 0.723115 -1.959220 -1.410616  -0.0935
C: 1.275259 -1.353443 -0.219696  -0.2966
C: 1.101123 -2.570439 0.850272  -0.0427
C: -0.416282 -3.122125 0.903635  -0.1157
C: -0.560354 -4.643071 0.371424  -0.2109
O: -0.190799 -5.524278 1.459054  -0.2340
C: 1.198190 -5.914233 1.407294  -0.1233
O: 0.339670 -0.372374 0.317909  0.0110
C: 0.933052 0.917607 0.212584  -0.2566
O: 0.236029 1.882405 -0.129621  0.0916
C: 2.438591 0.697645 0.666147  -0.2881
N: 3.501078 1.662473 0.400375  0.1155
C: 3.121106 2.932757 0.334835  -0.2180
C: 2.753343 3.508549 -1.137380  -0.0280
C: 3.036045 3.979967 1.525738  -0.0331
O: 2.312961 0.112737 1.982986  -0.0947
C: 2.480641 1.048853 3.056876  -0.1761
C: 1.141895 1.914030 3.378148  -0.1976
C: -0.005805 0.856289 3.783526  -0.0920
C: 2.720814 -0.659125 -0.242274  -0.2089
C: 3.378107 -0.155362 -1.593227  0.0212
C: 3.348619 -1.161692 -2.820775  -0.3719
O: 3.480896 -0.653378 -3.969108  0.0434
O: 3.233366 -2.570609 -2.766080  0.0317
O: 3.480744 -1.442165 0.706228  -0.1229
C: 4.399455 -2.364605 0.083578  -0.1170
C: 5.196756 -3.085431 1.302538  -0.3343
C: 6.760300 -3.297897 0.920540  -0.0586
O: 4.569370 -4.334200 1.706403  -0.0797
H: -1.777076 -3.454118 -2.310908  0.0665
H: -0.777564 -4.063708 -3.820851  0.0752
H: -2.371074 -3.195831 -4.065619  0.0744
H: 0.361398 -1.927348 -3.966965  0.0983
H: -1.271359 -1.115370 -4.068368  0.1147
H: -1.360771 -1.295717 -1.420761  0.1260
H: -0.130652 -0.112593 -2.202339  0.1384
H: 1.372607 -2.266993 1.909842  0.1187
H: 1.771941 -3.411531 0.436757  0.1120
H: -0.718020 -3.170245 2.016538  0.1123
H: -1.176447 -2.437614 0.407322  0.1016
H: 0.019561 -4.808745 -0.592810  0.1272
H: -1.690813 -4.805819 0.205138  0.1272
H: 1.361077 -7.017832 1.627138  0.0907
H: 1.698596 -5.706090 0.393702  0.1016
H: 1.804021 -5.323158 2.194761  0.0825
H: 2.175829 4.508236 -1.021155  0.0614
H: 3.709731 3.635280 -1.741252  0.1010
H: 2.047262 2.812889 -1.704170  0.0717
H: 1.936577 4.188866 1.799072  0.1021
H: 3.685058 3.739707 2.426959  0.0826
H: 3.423928 4.982482 1.110473  0.0735
H: 3.413835 1.702297 2.991271  0.1060
H: 2.631123 0.411629 4.008883  0.1292
H: 1.378140 2.675736 4.189731  0.1134
H: 0.754944 2.475457 2.467323  0.0801
H: -0.939316 1.379804 4.186373  0.0819
H: -0.308599 0.325761 2.805222  0.0792
H: 0.415837 0.074004 4.504523  0.0593
H: 4.492362 0.038648 -1.374351  0.1524
H: 2.847270 0.799055 -1.952120  0.1346
H: 2.420048 -2.792562 -3.268616  0.1093
H: 3.797635 -3.192961 -0.412916  0.1337
H: 5.203155 -1.894805 -0.569570  0.1298
H: 5.184262 -2.379769 2.196072  0.1459
H: 7.156949 -4.178831 1.531154  0.0824
H: 6.909804 -3.472913 -0.196762  0.0803
H: 7.361627 -2.378071 1.246885  0.0836
H: 3.987405 -4.069322 2.455901  0.0900
C: -1.517082 4.438952 -0.012693  -0.0603
C: -2.932720 4.458809 0.524068  -0.2190
O: -3.484546 5.785062 0.477906  -0.0009
C: -4.084080 6.316065 -0.599746  -0.5239
C: -3.940510 5.626682 -1.928149  0.0109
O: -4.666077 7.374508 -0.511349  0.0872
H: -1.481042 4.735159 -1.063589  0.0742
H: -1.083649 3.440571 0.078935  0.0453
H: -0.891130 5.147106 0.536976  0.0833
H: -3.586103 3.745193 0.016601  0.1180
H: -2.920991 4.170191 1.577800  0.1225
H: -3.095490 6.058726 -2.466702  0.1015
H: -4.853142 5.789408 -2.500412  0.0593
H: -3.815887 4.549045 -1.852732  0.0625
C: -4.302208 -8.268380 -0.582538  -0.0670
C: -3.318904 -9.151080 -1.323311  -0.2328
O: -2.043237 -8.507178 -1.450717  -0.0016
C: -1.080623 -8.541184 -0.512294  -0.5227
C: -1.422065 -9.027948 0.868490  0.0109
O: 0.021942 -8.112927 -0.759600  0.0941
H: -3.971927 -8.067053 0.438780  0.0685
H: -5.286353 -8.739863 -0.540373  0.0808
H: -4.395814 -7.300672 -1.080992  0.0837
H: -3.215011 -10.139695 -0.870101  0.1135
H: -3.680354 -9.315527 -2.341041  0.1224
H: -1.686205 -8.173082 1.493617  0.0944
H: -0.543511 -9.522543 1.286624  0.0939
H: -2.225272 -9.761588 0.890175  0.0678
C: 4.011262 9.141270 -3.245757  -0.0646
C: 2.621542 8.558020 -3.094744  -0.2237
O: 2.652719 7.341317 -2.331974  0.0138
C: 2.618323 7.287750 -0.992772  -0.4861
C: 2.842802 8.547340 -0.203649  0.0197
O: 2.483648 6.220529 -0.431789  0.0399
H: 4.441281 9.412287 -2.279124  0.0681
H: 3.987534 10.033185 -3.875036  0.0841
H: 4.684776 8.409026 -3.697130  0.0862
H: 1.909591 9.268662 -2.668972  0.1163
H: 2.235937 8.289557 -4.080749  0.1255
H: 3.900503 8.625393 0.052898  0.1012
H: 2.252867 8.489698 0.712882  0.0971
H: 2.521994 9.450681 -0.717368  0.0725
C: -7.613511 4.174731 -6.726374  -0.0669
C: -7.721652 2.943988 -5.849887  -0.2308
O: -6.485748 2.687157 -5.166783  0.0015
C: -6.132024 3.256615 -4.002300  -0.5184
C: -6.913894 4.438893 -3.499113  0.0027
O: -5.151235 2.867425 -3.410355  0.0945
H: -7.412317 5.071983 -6.137161  0.0680
H: -8.537644 4.330119 -7.286926  0.0823
H: -6.786538 4.068168 -7.432280  0.0851
H: -8.554307 3.000013 -5.144881  0.1143
H: -7.909255 2.070843 -6.478926  0.1233
H: -6.430527 5.357271 -3.834662  0.0886
H: -6.917186 4.410976 -2.407993  0.0979
H: -7.957157 4.439381 -3.807169  0.0719
C: 0.134693 -3.064393 5.089663  -0.0610
C: 0.958291 -2.411731 6.180562  -0.2318
O: 0.121170 -1.936770 7.244969  -0.0002
C: -0.298880 -2.693976 8.273510  -0.5279
C: -0.139879 -4.187535 8.194284  0.0060
O: -0.864202 -2.182291 9.211572  0.0985
H: -0.397212 -3.943859 5.458816  0.0723
H: 0.772238 -3.370934 4.257120  0.0706
H: -0.622725 -2.370563 4.716627  0.0814
H: 1.745151 -3.065974 6.563538  0.1153
H: 1.461410 -1.531742 5.772580  0.1033
H: -1.055874 -4.624350 7.793694  0.0975
H: 0.030900 -4.569793 9.202180  0.0925
H: 0.711283 -4.508096 7.597361  0.0679

Forces on atoms 1 to 2 (eV/Å):
C 0.4 0.7 -0.7
C -0.1 0.7 0.5

Formula: C6H14N2
Source: the Open Molecules 2025 dataset
Level of theory: the ωB97M-V functional and the def2-TZVPD basis

Output
DFT total energy in eV: -9427.7527
Spin multiplicity: 1
Orbital gap in eV: 9.4
Energy above the lowest of the compared OMol25 structures with the same formula, charge and spin in kJ/mol: 167.08

Last column: natural (NBO) charge in e.
Positions of all 22 atoms, in Å:
C: 0.831329 -2.376482 2.336953  -0.6347
C: 1.326115 -0.947505 2.337177  -0.1913
C: 0.678956 0.023056 1.704481  -0.1751
C: 1.146611 1.457852 1.665759  -0.6453
H: 1.635433 -3.047200 2.036695  0.2111
H: 0.477485 -2.670797 3.328993  0.2110
H: -0.028246 -2.496345 1.679097  0.2045
H: 2.304421 -0.784746 2.774506  0.1902
H: -0.260394 -0.181568 1.201850  0.1823
H: 2.203926 1.501775 1.929322  0.2060
H: 0.636990 2.070890 2.412378  0.2129
H: 0.960931 1.867183 0.674150  0.2262
N: -0.713038 2.292317 -2.021841  -0.8486
C: -0.975490 1.084609 -2.764489  -0.0948
C: -1.236343 -0.038951 -2.100497  -0.0340
N: -1.556535 -1.273401 -2.723635  -0.8321
H: -1.539133 2.872431 -2.018392  0.3629
H: 0.046595 2.803835 -2.449281  0.3602
H: -0.755990 1.074729 -3.828252  0.1743
H: -1.187023 0.018648 -1.016314  0.1770
H: -2.495803 -1.234730 -3.105459  0.3725
H: -1.500798 -2.015601 -2.053202  0.3648

Forces on atoms 1 to 2 (eV/Å):
C 0.0 0.4 0.3
C -0.5 -0.7 -0.7

Formula: C20H24FNOP2Tb
Source: the Open Molecules 2025 dataset
Level of theory: the ωB97M-V functional and the def2-TZVPD basis

Output
DFT total energy in eV: -68389.6988
Spin multiplicity: 7
Expectation value of S²: 12.09
Net charge: +1
Orbital gap (alpha / beta) in eV: 5.3 / 5.4
Energy above the lowest of the compared OMol25 structures with the same formula, charge and spin in kJ/mol: 259.07

Last column: Mulliken spin population.
Positions of all 50 atoms, in Å:
C: -3.537187 -3.462873 -1.630919  0.0007
C: -2.196671 -3.131015 -1.553960  0.0030
C: -1.679432 -2.129324 -2.443932  -0.0319
C: -2.542014 -1.557498 -3.429573  0.0436
C: -3.893072 -1.986487 -3.486462  0.0073
C: -4.380265 -2.928984 -2.601876  -0.0008
C: -1.949715 -0.575884 -4.221805  -0.0054
C: -0.568193 -0.458550 -4.407316  0.0110
C: 0.235800 -1.066904 -3.399745  -0.0259
C: 1.659992 -0.974875 -3.486183  0.0012
C: 2.214652 -0.203467 -4.500541  0.0017
C: 1.429927 0.381440 -5.488826  -0.0023
C: 0.071156 0.233923 -5.459093  0.0066
H: -3.912442 -4.259031 -1.000046  -0.0002
H: -4.503409 -1.569671 -4.285907  0.0000
H: -5.418990 -3.234756 -2.646009  0.0001
H: -2.586329 -0.104908 -4.950816  -0.0011
H: 3.292555 -0.186198 -4.587340  0.0000
H: 1.924416 0.960551 -6.260197  0.0001
H: -0.547284 0.644516 -6.257486  0.0001
N: -0.391241 -1.655264 -2.322623  -0.0114
Tb: -0.347607 -0.333888 -0.507097  6.2085
C: -1.361700 -3.828417 -0.503560  -0.0063
H: -0.386261 -4.143553 -0.892891  0.0003
H: -1.833174 -4.729168 -0.079508  0.0002
C: 2.583311 -1.653540 -2.465856  -0.0030
H: 2.283892 -2.694300 -2.285986  0.0002
H: 3.628057 -1.708561 -2.822440  -0.0001
P: -1.115045 -2.597408 0.878080  -0.0108
P: 2.445890 -0.646799 -0.896591  -0.0501
C: 3.519659 0.773033 -1.401520  0.0013
H: 3.588312 1.450948 -0.534460  0.0001
H: 4.535819 0.484105 -1.741986  -0.0001
H: 3.033219 1.361340 -2.196995  0.0005
C: 3.492522 -1.640626 0.236202  -0.0052
H: 4.561237 -1.714411 -0.052763  -0.0011
H: 3.394828 -1.172119 1.232219  0.0008
H: 3.060996 -2.654657 0.325336  0.0008
C: -2.780464 -2.272973 1.484076  -0.0029
H: -3.279865 -3.162928 1.883115  -0.0001
H: -2.676251 -1.516353 2.277034  -0.0013
H: -3.429376 -1.829720 0.718953  0.0015
C: -0.122824 -3.459980 2.065796  0.0000
H: 0.167144 -2.718614 2.830489  0.0002
H: -0.679073 -4.300823 2.502945  -0.0016
H: 0.800520 -3.807937 1.574903  0.0006
C: -0.016537 1.809830 -1.819956  -0.0652
O: 0.366577 2.894739 -2.098648  -0.0223
H: -1.126123 1.158760 -1.981068  -0.0226
F: -0.160215 0.958101 1.080436  -0.0186

Forces on atoms 1 to 2 (eV/Å):
C 0.9 -0.3 -0.2
C -0.3 -0.3 0.3

Formula: C6H12O
Source: the Open Molecules 2025 dataset
Level of theory: the ωB97M-V functional and the def2-TZVPD basis

Output
DFT total energy in eV: -8460.3915
Spin multiplicity: 1
Orbital gap in eV: 8.5
Energy above the lowest of the compared OMol25 structures with the same formula, charge and spin in kJ/mol: 382.31

Last column: natural (NBO) charge in e.
Positions of all 19 atoms, in Å:
C: -0.933176 0.619891 1.748179  -0.5934
C: -0.586055 0.557229 0.261965  -0.4130
C: -1.813085 0.948144 -0.604470  -0.5941
C: -0.388853 -0.814577 -0.256525  0.1987
C: 0.654446 -0.866104 -1.303808  -0.5982
C: 1.909035 -1.247196 -0.446317  -0.0492
O: 2.481138 -0.118215 0.195895  -0.7200
H: -0.078852 0.320898 2.368227  0.1984
H: -1.215412 1.638206 2.042005  0.2061
H: -1.760100 -0.060289 1.976273  0.2197
H: 0.229073 1.261758 0.024573  0.1985
H: -2.149915 1.941661 -0.295494  0.2275
H: -2.634903 0.239471 -0.460731  0.2256
H: -1.565875 0.984716 -1.670346  0.2154
H: 1.614156 -2.011661 0.286067  0.1889
H: 0.502498 -1.687420 -2.013325  0.2222
H: 0.878980 0.067470 -1.849190  0.1998
H: 2.662838 -1.680618 -1.119626  0.1960
H: 2.194062 -0.093365 1.116647  0.4713

Forces on atoms 1 to 2 (eV/Å):
C 0.0 0.0 0.1
C 0.0 -0.1 0.1

Formula: C19H28FeN7S2
Source: the Open Molecules 2025 dataset
Level of theory: the ωB97M-V functional and the def2-TZVPD basis

Output
DFT total energy in eV: -86632.8447
Spin multiplicity: 2
Expectation value of S²: 0.83
Net charge: +2
Orbital gap (alpha / beta) in eV: 6.6 / 7.6

Last column: Mulliken spin population.
Positions of all 57 atoms, in Å:
Fe: 0.483342 -0.365963 -0.131850  1.0944
C: 3.439455 3.151210 -2.014369  0.0001
N: 3.739853 1.971002 -1.201238  0.0016
C: 4.871608 2.083412 -0.262445  -0.0007
C: 4.738730 0.830641 0.597457  -0.0005
N: 3.315882 0.534321 0.430591  0.0016
C: 2.633886 -0.563080 1.046101  0.0056
C: 2.834311 1.115917 -0.689679  0.0066
N: 1.635270 0.765987 -1.136446  -0.0255
C: 1.081194 1.266906 -2.397931  -0.0039
C: 0.012444 0.270290 -2.810516  0.0042
N: -0.592657 -0.324530 -1.598325  0.0427
C: -1.958488 -0.390710 -1.540489  -0.0133
N: -2.629170 -1.514583 -1.310489  0.0016
C: -2.112748 -2.862818 -1.456518  0.0026
C: -4.075548 -1.280206 -1.387748  0.0000
C: -4.171735 0.246047 -1.514955  -0.0005
N: -2.774320 0.643923 -1.715537  0.0046
C: -2.402185 2.044952 -1.675644  0.0065
H: 4.338884 3.760381 -2.041796  -0.0001
H: 2.637920 3.747019 -1.575223  0.0000
H: 3.195998 2.891897 -3.039373  0.0002
H: 4.764956 2.995128 0.330822  0.0002
H: 5.812344 2.123761 -0.805512  0.0001
H: 4.982939 1.009396 1.641862  -0.0001
H: 5.349451 0.006260 0.221705  0.0002
H: 3.203488 -0.950664 1.888284  0.0003
H: 2.483846 -1.413210 0.355043  -0.0037
H: 1.683902 -0.219549 1.511878  0.0021
H: 1.837111 1.323038 -3.178030  -0.0016
H: 0.659685 2.264685 -2.253175  0.0017
H: 0.469755 -0.539558 -3.383547  0.0037
H: -0.738293 0.738496 -3.448182  0.0017
H: -1.032486 -2.826587 -1.552534  0.0005
H: -2.542138 -3.324090 -2.347854  0.0012
H: -2.378326 -3.462075 -0.587250  -0.0005
H: -4.577585 -1.667133 -0.502872  0.0002
H: -4.472509 -1.795535 -2.263887  -0.0001
H: -4.545201 0.715957 -0.603431  0.0001
H: -4.791170 0.567145 -2.350038  0.0002
H: -2.976973 2.546653 -0.896585  -0.0003
H: -2.608939 2.528532 -2.630225  -0.0002
H: -1.346290 2.136911 -1.438428  -0.0041
S: -0.832523 0.724121 1.336630  -0.1034
C: -1.019800 -0.929991 1.835818  0.0088
N: -0.361865 -1.727711 1.028711  -0.0188
C: -0.404665 -3.055777 1.448942  -0.0098
C: 0.220047 -4.148319 0.853863  -0.0018
C: 0.041420 -5.391490 1.426843  -0.0018
C: -0.746029 -5.553580 2.572826  0.0021
C: -1.363909 -4.474526 3.173601  -0.0017
C: -1.178717 -3.219845 2.600756  0.0020
S: -1.802166 -1.681626 3.154695  -0.0039
H: 0.826963 -4.024649 -0.034676  -0.0008
H: 0.517642 -6.255779 0.984692  -0.0001
H: -0.868321 -6.539424 2.999306  0.0001
H: -1.962907 -4.601980 4.064864  0.0000

Forces on atoms 1 to 2 (eV/Å):
Fe 0.0 0.0 0.1
C 0.0 0.0 0.0